{"formula": "C2H4N2S2", "method": "the ωB97M-V functional and the def2-TZVPD basis", "e_tot_ha": -984.418585, "de_lowest_kj_mol": 252.8, "homo_energy_ev": [-7.222, -7.223], "symbols": ["C", "C", "N", "N", "S", "S", "H", "H", "H", "H"], "xyz": [[0.23844, -0.94547, -0.13770], [0.48398, 1.34364, -0.15228], [0.82556, 0.14380, -0.51292], [-1.02756, -0.96506, 0.32332], [-3.73466, -0.03998, -0.34431], [-2.02640, 0.44354, 0.43486], [0.73864, -1.88838, -0.30175], [0.18350, 1.58419, 0.85805], [0.75079, 2.15916, -0.80356], [-1.53791, -1.84197, 0.28240]]}

{"formula": "C5H8S2", "method": "the ωB97M-V functional and the def2-TZVPD basis", "e_tot_ha": -991.297097, "de_lowest_kj_mol": 1021.8, "homo_energy_ev": -8.375, "symbols": ["C", "C", "C", "C", "C", "H", "H", "H", "H", "H", "H", "H", "H", "S", "S"], "xyz": [[-1.79618, -0.34625, 1.98387], [-1.20992, -0.16233, -0.63624], [-0.23161, 1.05570, -0.95006], [1.10327, 0.84476, -1.18907], [2.04136, -0.34262, -0.85860], [-1.97614, 0.75198, 2.91982], [-0.28139, -0.55970, 2.01557], [-2.55956, -1.56405, 2.22487], [-0.47556, 2.16063, -1.25511], [1.86781, 1.84633, -1.38913], [2.80233, -0.40636, -1.86902], [1.24278, -1.56221, -0.88277], [2.79671, -0.10787, 0.34406], [-2.56422, 0.25174, 0.54197], [-0.75969, -1.85974, -1.00016]]}

{"formula": "C3H7N3S", "method": "the ωB97M-V functional and the def2-TZVPD basis", "smiles": "NC/C=N\\NC=S", "e_tot_ha": -680.900169, "de_lowest_kj_mol": 215.5, "homo_energy_ev": -8.476, "symbols": ["N", "C", "C", "N", "N", "C", "S", "H", "H", "H", "H", "H", "H", "H"], "xyz": [[-3.57223, -0.59056, -0.02873], [-2.19830, -0.56910, -0.08130], [-1.69096, 0.87622, -0.00870], [-0.46967, 1.18554, 0.05218], [0.48682, 0.13471, 0.01322], [1.78458, 0.47741, -0.08775], [3.06602, -0.51580, 0.02364], [-3.96924, -1.47450, -0.34479], [-3.89449, -0.51000, 0.94518], [-1.75120, -1.14217, 0.76046], [-1.73403, -0.96210, -0.93829], [-2.35777, 1.77419, -0.07548], [0.20448, -0.82506, 0.17042], [1.95957, 1.57740, -0.08599]]}

{"formula": "C4H10N2O", "method": "the ωB97M-V functional and the def2-TZVPD basis", "smiles": "CCNC(=O)CN", "e_tot_ha": -343.102130, "de_lowest_kj_mol": 260.8, "homo_energy_ev": -9.012, "symbols": ["C", "C", "N", "C", "O", "C", "N", "H", "H", "H", "H", "H", "H", "H", "H", "H", "H"], "xyz": [[-0.51339, -0.75331, 2.56580], [-0.82041, -1.12248, 1.10987], [-0.56724, -0.04399, 0.25862], [-0.13333, -0.01787, -1.16995], [-0.78402, -0.74128, -2.01324], [1.17001, 0.79906, -1.27093], [1.48332, 1.77540, -0.17594], [0.62265, -0.81864, 2.66926], [-0.95049, 0.24213, 2.69430], [-0.93830, -1.44076, 3.23979], [-1.86775, -1.32635, 1.05435], [-0.42807, -2.10554, 0.75472], [-0.51753, 0.90775, 0.50142], [1.90495, -0.06188, -1.21168], [1.46514, 1.32385, -2.23265], [0.70297, 2.41025, -0.01981], [1.64886, 1.24706, 0.66878]]}

{"formula": "C5H13N3PS3", "method": "the ωB97M-V functional and the def2-TZVPD basis", "charge": 1, "e_tot_ha": -1898.098371, "de_lowest_kj_mol": 188.5, "homo_energy_ev": [-10.806, -10.804], "symbols": ["C", "C", "C", "C", "C", "N", "N", "N", "P", "S", "S", "S", "H", "H", "H", "H", "H", "H", "H", "H", "H", "H", "H", "H", "H"], "xyz": [[-1.90114, 1.32258, -0.02959], [-3.84312, -0.71934, 1.16140], [-3.11237, -1.92054, -0.94232], [3.47173, 2.30486, -0.52460], [-3.37571, -0.55729, -0.26235], [5.09775, 0.51257, -0.54360], [4.59094, 1.47958, -1.02637], [-2.07040, 0.02606, -0.13720], [4.89455, -0.27032, 0.92852], [6.00189, 0.84845, 2.16158], [-0.45887, 1.92337, 0.43927], [5.64875, -2.14047, 0.52560], [-2.67300, 1.95396, -0.39114], [-2.99955, -1.25289, 1.62447], [-4.00777, 0.27102, 1.53421], [-4.71119, -1.28904, 1.27381], [-2.35981, -2.29845, -0.35630], [-3.04247, -1.85200, -1.95453], [-3.98286, -2.54636, -0.94967], [2.60218, 1.61696, -0.42741], [3.31714, 2.95447, -1.38192], [3.67816, 2.97943, 0.33559], [-4.04187, 0.04575, -0.96188], [-1.31244, -0.56741, 0.05422], [4.58947, -2.82496, -0.14981]]}

{"formula": "C2H6N3", "method": "the ωB97M-V functional and the def2-TZVPD basis", "charge": 1, "smiles": "C=NC(N)=[NH2+]", "e_tot_ha": -243.792332, "de_lowest_kj_mol": 111.9, "homo_energy_ev": -15.237, "symbols": ["C", "N", "C", "N", "N", "H", "H", "H", "H", "H", "H"], "xyz": [[0.54335, 1.41789, 1.55835], [0.19737, 0.26208, 1.17062], [-0.11777, -0.43313, -0.13021], [-1.36852, -0.55339, -0.52828], [0.74445, -1.22351, -0.72836], [0.51053, 1.60938, 2.54577], [0.64295, 2.20037, 0.86965], [-2.04068, 0.19642, -0.35477], [-1.53390, -0.97942, -1.42922], [1.70838, -1.20308, -0.55219], [0.47542, -2.11398, -1.14621]]}

{"formula": "C28H48F8N5O31S8", "method": "the ωB97M-V functional and the def2-TZVPD basis", "charge": 1, "e_tot_ha": -7685.817460, "homo_energy_ev": -11.578, "symbols": ["C", "C", "N", "C", "N", "C", "N", "C", "C", "O", "C", "O", "C", "C", "O", "N", "C", "C", "N", "F", "S", "C", "F", "F", "C", "F", "F", "C", "F", "F", "F", "H", "H", "H", "H", "H", "H", "H", "H", "H", "H", "H", "H", "H", "H", "H", "H", "H", "H", "H", "H", "C", "C", "O", "S", "O", "O", "O", "H", "H", "H", "H", "C", "C", "O", "S", "O", "O", "O", "H", "H", "H", "H", "C", "C", "O", "S", "O", "O", "O", "H", "H", "H", "H", "C", "C", "O", "S", "O", "O", "O", "H", "H", "H", "H", "C", "C", "O", "S", "O", "O", "O", "H", "H", "H", "H", "C", "C", "O", "S", "O", "O", "O", "H", "H", "H", "H", "C", "C", "O", "S", "O", "O", "O", "H", "H", "H", "H"], "xyz": [[2.94231, 0.94043, 0.07932], [2.32975, 2.28978, -0.18127], [3.04443, 3.33612, -0.09784], [0.84276, 2.31391, -0.58441], [-0.04687, 2.48170, 0.61492], [-0.26054, 1.19933, 1.20596], [-0.98965, 0.20102, 0.59044], [-0.11612, -0.91682, 0.16118], [-0.76442, -1.73972, -0.91574], [-1.18632, -0.82815, -1.94472], [-0.59043, -1.02740, -3.13814], [-0.08882, -0.10973, -3.75094], [-2.16747, -0.26421, 1.40516], [-3.49450, -0.28808, 0.61133], [-3.55133, -1.09329, -0.30375], [-4.62792, 0.49946, 0.91281], [-4.70666, 0.98820, 2.28737], [-4.89523, 1.53976, -0.07945], [0.33421, 1.02921, 2.35621], [0.20336, -0.17534, 2.94575], [1.32710, 2.14055, 3.22776], [-1.34855, 3.01544, 0.26788], [-2.17931, 2.72220, 1.30534], [-1.81660, 2.46426, -0.88005], [-1.48221, 4.54607, 0.04269], [-2.79823, 4.73841, -0.21846], [-0.79374, 4.95158, -1.04340], [-1.12609, 5.49780, 1.25559], [-0.23769, 6.42183, 0.85888], [-2.23595, 6.13813, 1.65885], [-0.62593, 4.83129, 2.31207], [2.79436, 0.29742, -0.78711], [4.00638, 1.04050, 0.25480], [2.49702, 0.42818, 0.93063], [2.50417, 4.16947, -0.33504], [0.70878, 3.12541, -1.28996], [0.63403, 1.39372, -1.12732], [0.83773, -0.56288, -0.21083], [0.13062, -1.56771, 1.00253], [-0.05234, -2.46737, -1.30163], [-1.59731, -2.31700, -0.52398], [-0.60420, -2.03451, -3.57115], [-2.17994, 0.28217, 2.33191], [-1.97613, -1.30061, 1.67080], [-4.98503, 0.18190, 2.95742], [-5.52897, 1.69804, 2.33221], [-3.82776, 1.52241, 2.63867], [-4.18041, 2.35808, -0.07086], [-5.88489, 1.94255, 0.10939], [-4.89444, 1.09516, -1.06967], [0.32294, 2.68038, 3.94445], [-2.68743, 5.69763, -3.23520], [-3.77311, 4.64583, -3.34978], [-4.61797, 5.12515, -4.39884], [-3.74116, 5.91492, -5.48795], [-3.42988, 5.04218, -6.55832], [-4.33449, 7.18155, -5.70035], [-2.42352, 6.08886, -4.58494], [-3.03891, 6.57357, -2.68313], [-1.78687, 5.31726, -2.77526], [-4.34537, 4.52724, -2.43443], [-3.36195, 3.67869, -3.65122], [7.88653, 2.01295, 2.31654], [8.39140, 1.59271, 0.95524], [8.41048, 0.16070, 1.01846], [7.21767, -0.35750, 1.94457], [6.11775, -0.72484, 1.12418], [7.75075, -1.23418, 2.91952], [6.87564, 1.04111, 2.64080], [8.67322, 1.95582, 3.07109], [7.45716, 3.00554, 2.31216], [9.38692, 1.96876, 0.74059], [7.70687, 1.89689, 0.16060], [2.71262, 7.61886, 2.59217], [2.65329, 7.78938, 1.08961], [3.94455, 8.28316, 0.73488], [5.04421, 7.66478, 1.71360], [5.63312, 6.54109, 1.08324], [5.82249, 8.71822, 2.24514], [4.03317, 7.12514, 2.83765], [2.59404, 8.57256, 3.10960], [1.97457, 6.91219, 2.96280], [1.88689, 8.49283, 0.77714], [2.49976, 6.83249, 0.58461], [-4.51683, -6.24295, -0.32716], [-3.30099, -6.97613, 0.20175], [-2.19218, -6.31615, -0.43356], [-2.53564, -4.77247, -0.63614], [-1.96948, -4.05555, 0.45283], [-2.28782, -4.42332, -1.98784], [-4.10448, -4.86570, -0.38491], [-4.77613, -6.56760, -1.33585], [-5.38238, -6.34345, 0.32049], [-3.30066, -8.03185, -0.05076], [-3.19784, -6.85884, 1.28183], [-1.61656, -0.54749, 7.55131], [-2.75975, -1.52595, 7.38360], [-3.63273, -0.88514, 6.43260], [-2.77364, -0.03434, 5.40484], [-2.55917, -0.78992, 4.21542], [-3.29725, 1.28162, 5.34182], [-1.40462, -0.02179, 6.22482], [-1.88609, 0.27929, 8.20939], [-0.70890, -1.02028, 7.91359], [-3.29299, -1.71543, 8.30956], [-2.42177, -2.47121, 6.95622], [1.08152, -5.69158, -2.14028], [2.51933, -6.15482, -2.28480], [3.28703, -5.04693, -1.74831], [2.48564, -4.34589, -0.57100], [2.93588, -4.83678, 0.67921], [2.41357, -2.94746, -0.83283], [1.06060, -4.99113, -0.88079], [0.80962, -4.98664, -2.93002], [0.36986, -6.50416, -2.12140], [2.81711, -6.34036, -3.30524], [2.72657, -7.03547, -1.67878], [-0.32319, -8.02839, -6.46850], [1.00802, -8.42468, -7.07120], [1.88858, -8.52065, -5.93802], [1.07402, -9.03578, -4.66711], [1.25553, -10.42874, -4.51102], [1.32619, -8.13494, -3.59222], [-0.39352, -8.77080, -5.23941], [-0.35439, -6.96349, -6.23052], [-1.16557, -8.28308, -7.10438], [1.38629, -7.69132, -7.77646], [0.95877, -9.40275, -7.55211]]}

{"formula": "C2H2N2O2", "method": "the ωB97M-V functional and the def2-TZVPD basis", "smiles": "O=c1nco[nH]1", "e_tot_ha": -337.322464, "de_lowest_kj_mol": 267.7, "homo_energy_ev": -10.289, "symbols": ["O", "C", "N", "C", "O", "N", "H", "H"], "xyz": [[-2.30802, 0.29445, 0.06796], [-1.13939, 0.17721, 0.02164], [-0.24993, -1.39012, 0.01733], [0.91142, -0.94928, -0.03687], [1.14412, 0.39711, -0.09493], [-0.10759, 1.00802, -0.09908], [1.82916, -1.51411, -0.05475], [-0.07977, 1.97672, 0.17870]]}